No. 1
Formula: C2H3N3O2
Source: the OMol25 dataset
Level of theory: wB97M-V/def2-TZVPD

The geometry in XYZ format:
```
10
Properties=species:S:1:pos:R:3:mulliken_charge:R:1
C -0.410 1.646 0.327 0.059
C -0.843 -0.284 -0.015 0.495
H 2.099 -1.326 0.531 0.425
H -0.537 2.770 0.328 0.357
H -0.475 -2.131 -1.106 0.290
N 0.555 -0.269 0.487 0.049
N -1.602 0.913 0.302 -0.354
N -1.191 -1.393 -0.745 -0.661
O 1.474 -1.084 -0.283 -0.424
O 0.929 1.157 0.174 -0.236
```

Output
**Energy above the lowest of the compared OMol25 structures with the same formula, charge and spin**: 645.7 kJ/mol
**Energy**: -10681.765 eV
**Kohn-Sham gap**: 0.356 Ha


No. 2
Formula: C2H3N3O2
Source: the OMol25 dataset
Level of theory: wB97M-V/def2-TZVPD

The geometry in XYZ format:
```
10
Properties=species:S:1:pos:R:3:mulliken_charge:R:1
C 1.029 -0.010 -0.190 0.509
C -1.016 0.075 -0.037 0.665
H 2.357 -1.375 0.685 0.235
H 2.714 0.231 0.016 0.290
H -2.034 -1.610 0.607 0.385
N 2.209 -0.613 0.041 -0.449
N 0.653 1.216 0.196 -0.394
N -0.786 1.301 -0.060 -0.375
O -2.187 -0.619 0.078 -0.551
O -0.019 -0.752 -0.226 -0.315
```

Output
**Energy above the lowest of the compared OMol25 structures with the same formula, charge and spin**: 347.3 kJ/mol
**Energy**: -10684.857 eV
**SMILES string**: Nc1nnc(O)o1
**Kohn-Sham gap**: 0.337 Ha


No. 3
Formula: C2H3N3O2
Source: the OMol25 dataset
Level of theory: wB97M-V/def2-TZVPD

The geometry in XYZ format:
```
10
Properties=species:S:1:pos:R:3:mulliken_charge:R:1
N -1.523 -0.698 0.069 -0.491
N -0.064 1.490 -0.041 0.221
C -0.367 -1.162 -0.064 0.693
C 0.768 0.406 -0.107 0.192
O -1.081 1.409 0.705 -0.408
N 1.985 0.237 -0.037 -0.538
O 0.361 -2.105 -0.217 -0.523
H -2.124 -0.830 0.871 0.276
H -0.196 1.986 -0.936 0.256
H 2.242 -0.734 -0.244 0.323
```

Output
**Energy above the lowest of the compared OMol25 structures with the same formula, charge and spin**: 539.0 kJ/mol
**Energy**: -10682.871 eV
**Kohn-Sham gap (alpha / beta)**: 0.300 / 0.300 Ha